(1)
C22H15BiF2N5O4 as an isolated structure, computed with ωB97M-V/def2-TZVPD.

Calculated values
- HOMO energy: -11.62 eV
- Relative energy (zero: lowest compared OMol25 entry of this formula, charge and spin): 0.0000 eV
- Orbital gap: 8.063 eV

Geometry as ORCA input:
```
! wB97M-V def2-TZVPD RIJCOSX def2/J DEFGRID3
* xyz 1 1
Bi -1.2005 0.1357 -1.3528
F -1.0287 2.6397 3.5412
C -0.9775 1.4727 2.8975
C -1.0890 1.4694 1.5156
C -1.0236 0.2631 0.8478
C -0.8433 -0.9568 1.5330
C -0.7707 -0.8769 2.9214
F -0.6413 -1.9933 3.6549
C -0.8284 0.3118 3.6242
C -0.7264 -2.2352 0.7662
C -0.3641 -3.4755 1.2846
C -0.2555 -4.5596 0.4308
C -0.5093 -4.4090 -0.9269
C -0.8580 -3.1538 -1.3731
N -0.9626 -2.1097 -0.5515
H -1.2127 2.4113 1.0001
H -0.7623 0.3157 4.7022
H -0.1571 -3.5972 2.3331
H 0.0325 -5.5225 0.8302
H -0.4353 -5.2338 -1.6193
H -1.0634 -2.9650 -2.4201
O 0.3087 1.8210 -1.5782
C 1.2941 1.0204 -1.5336
O 1.0413 -0.2254 -1.4729
C 2.6825 1.5202 -1.5354
C 3.7574 0.6386 -1.4756
C 5.0539 1.1269 -1.4667
C 5.2839 2.4949 -1.5145
C 4.1957 3.3468 -1.5723
C 2.8961 2.8931 -1.5854
N 4.4295 4.8092 -1.6185
O 5.5783 5.1866 -1.6022
O 3.4504 5.5232 -1.6749
H 3.5665 -0.4252 -1.4395
H 5.8903 0.4444 -1.4199
H 6.2822 2.9072 -1.5053
H 2.0732 3.5895 -1.6279
N -2.7998 5.8801 -1.8953
C -3.1768 4.6280 -1.5485
C -2.2491 3.5620 -1.5415
N -2.6231 2.3501 -1.1761
C -3.9013 2.1543 -0.8217
C -4.7960 3.2054 -0.8405
N -4.4458 4.4343 -1.2000
H -1.8992 6.0614 -2.2988
H -3.5140 6.5833 -1.9770
H -1.2124 3.7013 -1.8151
H -4.2058 1.1620 -0.5136
H -5.8303 3.0578 -0.5558
*
```


(2)
C22H15CdO4P as an isolated structure, computed with ωB97M-V/def2-TZVPD.

Calculated values
- HOMO energy: -14.47 eV
- Orbital gap: 6.198 eV

Geometry as ORCA input:
```
! wB97M-V def2-TZVPD RIJCOSX def2/J DEFGRID3
* xyz 2 1
Cd -0.7983 -0.0009 -0.1882
O 4.1434 0.3747 0.6191
C 3.0278 0.3551 0.3960
C -1.0781 -1.6085 -1.7863
O -1.3307 -2.3890 -2.5920
C -1.6795 1.5481 1.1395
O -2.2280 2.3531 1.7594
C 0.1706 1.8785 -1.7931
O 0.1856 2.7455 -2.5334
C 3.8000 -3.4430 4.0970
C 3.8859 -3.2210 2.7091
C 2.8090 -2.6571 2.0521
C 1.5916 -2.4123 2.7429
C 1.5139 -2.6716 4.1104
C 2.6138 -3.1975 4.8054
P 0.0740 -1.9522 1.8663
C -0.3721 -3.5775 1.1201
C 0.2379 -3.9455 -0.1058
C 0.0852 -5.2123 -0.6177
C -0.7974 -6.0782 0.0404
C -1.4521 -5.7286 1.2166
C -1.2463 -4.4587 1.7518
C -0.9492 -1.2910 3.2100
C -2.2767 -1.6974 3.4125
C -3.0039 -1.1161 4.4256
C -2.4343 -0.0920 5.1829
C -1.1589 0.3956 4.9293
C -0.4196 -0.2121 3.9281
H 4.6672 -3.8258 4.6318
H 4.8078 -3.4464 2.1654
H 2.8359 -2.4992 0.9738
H 0.5838 -2.5536 4.6621
H 2.5518 -3.3625 5.9033
H 0.8882 -3.2072 -0.5736
H 0.6162 -5.4523 -1.5384
H -0.9262 -7.0488 -0.4173
H -2.1501 -6.4423 1.6551
H -1.7309 -4.2257 2.6867
H -2.7700 -2.4316 2.7998
H -4.0282 -1.3910 4.6555
H -2.9793 0.4425 5.9410
H -0.6842 1.2428 5.4299
H 0.5768 0.1270 3.6386
*
```


(3)
C22H15ClF10N4Sm as an isolated structure, computed with ωB97M-V/def2-TZVPD.

Calculated values
- HOMO energy (alpha / beta): -10.71 / -10.73 eV
- Relative energy (zero: lowest compared OMol25 entry of this formula, charge and spin): 0.0883 eV
- Orbital gap (alpha / beta): 7.087 / 7.146 eV

Geometry as ORCA input:
```
! wB97M-V def2-TZVPD RIJCOSX def2/J DEFGRID3
* xyz 1 6
Sm -0.2981 0.3069 0.2525
C 1.2810 3.3039 -0.5072
N 1.3307 1.8924 -0.9274
C 1.0937 1.8078 -2.3895
C 0.7398 0.4001 -2.8709
N -0.2543 -0.1741 -1.9644
C -1.0270 -1.2257 -2.3617
C -2.0754 -1.6395 -1.5229
F -2.2217 -0.9291 -0.3182
C -2.9772 -2.6450 -1.7876
F -3.9319 -2.9250 -0.9098
C -2.8661 -3.3389 -2.9764
F -3.7106 -4.3175 -3.2743
C -1.8404 -2.9943 -3.8465
F -1.7020 -3.6624 -4.9791
C -0.9461 -1.9827 -3.5488
F 0.0444 -1.7623 -4.4227
C 2.6591 1.3264 -0.5781
C 2.7649 0.9444 0.9013
N 1.7214 -0.0276 1.2426
C 2.0015 -1.3050 1.6230
C 3.2330 -1.9495 1.8707
F 4.3968 -1.3114 1.6687
C 3.3210 -3.2543 2.3228
F 4.5190 -3.7750 2.5341
C 2.1945 -4.0302 2.5542
F 2.2997 -5.2804 2.9843
C 0.9604 -3.4607 2.3115
F -0.1655 -4.1374 2.5006
C 0.9103 -2.1623 1.8598
F -0.3620 -1.6093 1.6168
H 2.1027 3.8767 -0.9481
H 0.3466 3.7594 -0.8345
H 1.3544 3.3799 0.5781
H 0.2474 2.4575 -2.6188
H 1.9647 2.1724 -2.9450
H 0.3369 0.5135 -3.8779
H 1.6276 -0.2333 -2.9480
H 2.8089 0.4207 -1.1674
H 3.4529 2.0417 -0.8224
H 3.7740 0.5881 1.0699
H 2.6278 1.8284 1.5308
Cl -3.4161 5.3975 1.4848
C -3.0548 3.7835 1.9350
C -3.6436 3.1916 3.0449
C -3.3091 1.8826 3.3461
C -2.4036 1.2150 2.5443
N -1.8257 1.7851 1.4749
C -2.1584 3.0475 1.1799
H -4.3466 3.7485 3.6492
H -3.7473 1.3832 4.1981
H -2.1361 0.1858 2.7613
H -1.6953 3.4921 0.3073
*
```


(4)
C22H15CrF3N4O as an isolated structure, computed with ωB97M-V/def2-TZVPD.

Calculated values
- HOMO energy (alpha / beta): -12.00 / -12.27 eV
- Orbital gap (alpha / beta): 8.052 / 8.411 eV

Geometry as ORCA input:
```
! wB97M-V def2-TZVPD RIJCOSX def2/J DEFGRID3
* xyz 1 4
Cr -0.3660 1.5895 -0.4794
O -0.9981 5.2599 1.0018
C -1.0477 4.1093 0.6297
N -0.0209 3.3611 0.1415
C 1.2830 3.9697 0.0162
C 2.1838 2.9810 -0.6576
C 3.5164 3.2533 -0.9364
C 4.2823 2.2987 -1.5723
C 3.7042 1.0825 -1.9224
C 2.3827 0.8720 -1.6114
N 1.6334 1.7997 -0.9863
C -2.3349 3.3066 0.6753
C -3.5095 3.8432 1.1520
C -4.6450 3.0447 1.1588
C -4.5634 1.7436 0.6866
C -3.3484 1.2763 0.2199
N -2.2549 2.0428 0.2168
H 1.6910 4.2362 0.9969
H 1.2442 4.9000 -0.5594
H 3.9330 4.2106 -0.6541
H 5.3215 2.4956 -1.7990
H 4.2701 0.3151 -2.4296
H 1.8828 -0.0550 -1.8582
H -3.5058 4.8658 1.5023
H -5.5848 3.4339 1.5264
H -5.4261 1.0937 0.6752
H -3.2378 0.2700 -0.1646
N -1.4076 -0.1249 -2.8819
C -0.9398 0.4207 -1.8849
H -1.6532 0.5275 -3.6276
F 2.1959 -7.2647 1.2618
C 1.0026 -6.8213 1.6723
F 0.0738 -7.6955 1.2566
F 0.9975 -6.8419 3.0142
C 0.7003 -5.4341 1.1564
C -0.4994 -4.8420 1.5353
C -0.8094 -3.5767 1.0818
C 0.0898 -2.9016 0.2484
C 1.2914 -3.5044 -0.1276
C 1.5947 -4.7760 0.3271
C -0.2205 -1.5952 -0.2204
C -0.4772 -0.4626 -0.5925
H -1.1845 -5.3740 2.1815
H -1.7383 -3.1021 1.3656
H 1.9788 -2.9770 -0.7745
H 2.5200 -5.2539 0.0401
*
```


(5)
C22H15N3O7Pd as an isolated structure, computed with ωB97M-V/def2-TZVPD.

Calculated values
- HOMO energy: -2.76 eV
- Orbital gap: 7.280 eV

Geometry as ORCA input:
```
! wB97M-V def2-TZVPD RIJCOSX def2/J DEFGRID3
* xyz -2 1
Pd -0.3423 -1.0372 0.1004
C -1.3319 -4.6836 -1.2920
O -1.4354 -4.2051 -2.6317
C -0.8894 -2.9613 -2.8591
C 0.0075 -2.8570 -3.9199
C 0.5924 -1.6507 -4.2670
C 0.2397 -0.5051 -3.5597
C -0.6771 -0.6031 -2.5360
C -1.2034 0.5309 -1.7395
N -0.4781 1.3668 -1.1107
N -1.1550 2.3589 -0.4247
C -1.5024 1.9944 0.7863
O -1.3464 0.8688 1.3319
C -2.1710 3.0808 1.5941
C -2.3292 4.3765 1.1098
C -2.9537 5.3448 1.8816
C -3.4290 5.0316 3.1504
C -3.2729 3.7411 3.6379
C -2.6474 2.7730 2.8631
C -1.2113 -1.8356 -2.0931
O -1.9053 -1.8205 -0.9327
H -1.5669 -5.7482 -1.3339
H -2.0192 -4.1656 -0.6252
H -0.3224 -4.5501 -0.8992
H 0.2517 -3.7719 -4.4467
H 1.3147 -1.5995 -5.0715
H 0.6588 0.4611 -3.8140
H -2.2929 0.6119 -1.6986
H -1.9523 4.6025 0.1212
H -3.0697 6.3515 1.4956
H -3.9128 5.7910 3.7543
H -3.6400 3.4895 4.6265
H -2.5104 1.7604 3.2192
O 6.1537 0.9843 1.4164
C 5.7269 -0.1837 1.5048
O 6.3194 -1.2382 1.7993
C 4.2172 -0.3513 1.1792
C 3.4390 0.7478 0.8402
C 2.0934 0.5938 0.5573
N 1.5247 -0.6139 0.6011
C 2.2525 -1.6927 0.9312
C 3.5983 -1.5946 1.2221
C 1.4697 -2.9774 0.9769
O 2.0023 -4.0447 1.2194
O 0.1943 -2.8199 0.7735
H 3.9080 1.7212 0.8039
H 1.4442 1.4089 0.2758
H 4.1596 -2.4804 1.4822
*
```


(6)
C22H16BrN3O3ReS as an isolated structure, computed with ωB97M-V/def2-TZVPD.

Calculated values
- HOMO energy (alpha / beta): -12.91 / -12.90 eV
- Orbital gap (alpha / beta): 5.571 / 4.435 eV

Geometry as ORCA input:
```
! wB97M-V def2-TZVPD RIJCOSX def2/J DEFGRID3
* xyz 2 4
Re 0.3512 0.6897 -0.9691
C -3.3936 2.6857 -1.3793
C -4.3231 1.6376 -1.4187
C -3.8766 0.3326 -1.3126
C -2.4974 0.0739 -1.1632
N -1.6367 1.1488 -1.1407
C -2.0743 2.4139 -1.2144
C -1.8466 -1.1735 -1.0340
C -2.5022 -2.4130 -0.9866
C -1.8002 -3.5837 -0.8414
C -0.4015 -3.5031 -0.7114
C 0.2280 -2.3004 -0.6967
N -0.4787 -1.1480 -0.8640
H -3.7165 3.7247 -1.4484
H -5.3786 1.8736 -1.5563
H -4.5586 -0.5240 -1.3636
H -1.2853 3.1567 -1.1340
H -3.5841 -2.4193 -1.1354
H -2.2761 -4.5646 -0.8463
H 0.2015 -4.4190 -0.6039
H 1.3062 -2.1826 -0.5383
O 2.2511 0.2925 -0.8630
N 2.9767 -0.1015 -1.9717
C 4.2457 -0.5236 -1.8513
C 4.9562 -0.8873 -2.9872
C 4.4043 -0.7588 -4.2450
C 3.1074 -0.2527 -4.3588
C 2.4077 0.0991 -3.1887
S 0.7640 0.7756 -3.0855
H 4.6612 -0.5294 -0.8588
H 5.9836 -1.2614 -2.8410
H 4.9713 -1.0335 -5.1502
H 2.6155 -0.1582 -5.3392
Br 0.9217 1.1196 7.8477
C 0.4697 1.0889 6.0189
C -0.8604 1.2454 5.6432
C -1.2008 1.2186 4.2946
C -0.2153 1.0378 3.3078
C 1.1167 0.9382 3.7015
C 1.4699 0.9293 5.0489
C -0.6210 0.9757 1.8801
O -1.8037 0.9645 1.5585
O 0.3912 0.9849 1.0506
H -1.6273 1.3978 6.4119
H -2.2591 1.3030 3.9982
H 1.9205 0.8464 2.9480
H 2.4964 0.7830 5.3888
*
```


no.,total energy (Eh)
1,-1836.20743
2,-1656.73663
3,-3182.94655
4,-2485.46576
5,-1666.25919
6,-4287.87201